Formula: C6H16IrO9P2S2
Source: the OMol25 dataset
Level of theory: ωB97M-V/def2-TZVPD

Atoms and positions in Å:
Ir 0.593 0.978 -0.763
O 3.334 3.906 -0.764
P 3.167 2.743 0.274
O 3.740 3.005 1.580
O 1.663 2.298 0.273
O 3.895 1.450 -0.458
P 3.037 0.620 -1.503
O 4.053 -0.026 -2.484
O 2.064 1.498 -2.266
O 2.109 -0.329 -0.697
H 2.925 3.728 -1.622
H 4.842 -0.443 -2.113
C -0.817 0.422 3.481
S 0.336 1.160 2.346
C 1.789 0.209 2.737
O -0.222 0.532 1.023
H -0.570 0.783 4.479
H -0.757 -0.663 3.433
H -1.808 0.772 3.204
H 1.993 0.346 3.799
H 2.622 0.607 2.166
H 1.596 -0.835 2.497
O -1.364 0.521 -1.337
S -2.491 -0.190 -0.538
C -3.649 -0.630 -1.859
C -3.834 -2.143 -1.779
C -2.451 -2.714 -1.475
C -1.909 -1.891 -0.309
H -3.143 -0.318 -2.772
H -4.561 -0.051 -1.729
H -4.256 -2.527 -2.707
H -4.528 -2.396 -0.974
H -1.795 -2.610 -2.340
H -2.493 -3.770 -1.213
H -0.823 -1.816 -0.250
H -2.287 -2.224 0.658

## Properties
Charge = +1
Maximum force = 1.54 eV/A
E_LUMO = -4.25 eV
Total energy = -2498.75081 hartree
HOMO = -0.4590 Ha
Energy above the lowest of the compared OMol25 structures with the same formula, charge and spin = 21.5 kcal per mole
Orbital gap = 8.242 eV


Formula: C6H13N2
Source: the OMol25 dataset
Level of theory: ωB97M-V/def2-TZVPD

Atoms and positions in Å:
C 1.507 2.724 0.209
N 1.467 -0.883 -0.496
C 1.824 0.340 -0.194
N 1.038 1.374 -0.133
H 1.156 3.427 -0.538
H 2.594 2.727 0.230
H 1.117 3.000 1.186
H 0.527 -1.146 -0.788
H 2.119 -1.635 -0.340
H 2.857 0.518 0.079
H 0.043 1.265 -0.298
C -1.839 -1.864 -1.575
C -1.532 -1.830 -0.281
C -1.867 -0.675 0.574
C -1.208 -0.321 1.672
H -2.395 -1.036 -1.999
H -1.595 -2.692 -2.225
H -1.107 -2.703 0.204
H -2.819 -0.194 0.365
H -1.616 0.385 2.381
H -0.269 -0.780 1.966

## Properties
Charge = +1
Maximum force = 0.70 eV/A
E_LUMO = -3.13 eV
Total energy = -345.65438 hartree
HOMO = -0.4759 Ha
Energy above the lowest of the compared OMol25 structures with the same formula, charge and spin = 26.1 kcal per mole
Orbital gap = 9.821 eV


Formula: C6H11O
Source: the OMol25 dataset
Level of theory: ωB97M-V/def2-TZVPD

Atoms and positions in Å:
C 2.089 2.145 2.009
O 1.876 2.675 3.236
C 1.185 0.937 1.599
C 0.041 -1.391 -2.114
C -0.876 -1.409 -1.132
C -1.189 -1.483 0.168
C -1.861 -1.131 -2.344
H 3.132 1.725 1.913
H 2.023 2.939 1.228
H 0.462 1.283 0.855
H 0.535 0.602 2.423
H 0.305 -0.492 -2.651
H 1.653 -0.004 1.299
H -2.207 -1.192 0.387
H -0.483 -1.756 0.924
H -2.222 -2.132 -2.610
H -1.687 -0.618 -3.273
H -2.776 -0.699 -1.916

## Properties
Charge = -1
Maximum force = 3.44 eV/A
E_LUMO = 2.61 eV
Total energy = -310.22058 hartree
HOMO = -0.0672 Ha
Energy above the lowest of the compared OMol25 structures with the same formula, charge and spin = 123.1 kcal per mole
Orbital gap = 4.437 eV


Formula: CH2O4P
Source: the OMol25 dataset
Level of theory: ωB97M-V/def2-TZVPD

Atoms and positions in Å:
C 0.288 0.142 -0.175
O 3.583 1.097 0.179
O 3.073 -1.400 -0.286
O 1.298 0.101 0.872
O 0.770 0.507 -1.351
P 2.670 -0.032 0.037
H -0.179 -0.874 -0.178
H -0.481 0.844 0.228

## Properties
Charge = -1
Maximum force = 2.37 eV/A
E_LUMO = 4.27 eV
Total energy = -681.73897 hartree
HOMO = -0.1627 Ha
Energy above the lowest of the compared OMol25 structures with the same formula, charge and spin = 22.1 kcal per mole
Orbital gap = 8.698 eV


Formula: C14H16F5RuS5
Source: the OMol25 dataset
Level of theory: ωB97M-V/def2-TZVPD

Atoms and positions in Å:
Ru 0.070 -0.100 -0.637
C -0.441 -2.954 -2.134
C -1.785 -2.496 -1.602
S -1.527 -1.727 0.038
C -3.081 -0.814 0.326
C -3.286 0.367 -0.604
S -1.785 1.416 -0.538
C -1.709 2.308 -2.131
C -0.288 2.809 -2.287
S 1.019 1.545 -2.079
C 1.075 0.641 -3.675
C 0.260 -0.641 -3.680
S 0.789 -1.607 -2.233
H -0.533 -3.374 -3.138
H 0.019 -3.715 -1.502
H -2.446 -3.352 -1.461
H -2.271 -1.791 -2.275
H -3.027 -0.507 1.371
H -3.902 -1.529 0.242
H -4.130 0.971 -0.271
H -3.454 0.072 -1.639
H -2.404 3.147 -2.088
H -2.014 1.631 -2.928
H -0.043 3.566 -1.540
H -0.134 3.266 -3.266
H 2.134 0.436 -3.837
H 0.752 1.328 -4.458
H 0.479 -1.235 -4.570
H -0.814 -0.457 -3.628
F 2.170 0.171 6.043
C 2.116 0.049 4.763
C 0.858 0.191 4.121
F -0.205 0.445 4.839
C 0.797 0.057 2.769
F -0.372 0.202 2.133
C 1.948 -0.218 1.993
S 1.989 -0.424 0.314
C 3.203 -0.336 2.671
F 4.280 -0.578 1.977
C 3.286 -0.212 4.039
F 4.424 -0.331 4.663

## Properties
Charge = +3
Maximum force = 0.71 eV/A
E_LUMO (spin up / spin down) = -12.34 / -12.72 eV
Total energy = -3127.16136 hartree
HOMO (spin up / spin down) = -0.6901 / -0.6935 Ha
Energy above the lowest of the compared OMol25 structures with the same formula, charge and spin = 0.0 kcal per mole
Orbital gap (spin up / spin down) = 6.441 / 6.153 eV


Formula: C4H10Cl3PSi
Source: the OMol25 dataset
Level of theory: ωB97M-V/def2-TZVPD

Atoms and positions in Å:
C -0.504 -2.424 0.152
C 1.249 -1.265 -1.258
C 0.439 -0.206 0.934
C 0.041 -1.040 -0.261
Si -0.426 3.789 0.403
P -1.471 -0.136 -0.943
Cl -2.106 4.512 1.228
Cl 1.026 4.971 1.139
Cl -0.603 3.828 -1.593
H 0.057 -3.037 0.878
H -1.599 -2.463 0.243
H -0.455 -3.039 -0.710
H 1.037 -1.547 -2.235
H 1.728 -1.968 -0.652
H 1.887 -0.408 -1.211
H 0.373 0.799 0.460
H -0.245 -0.121 1.686
H 1.413 -0.562 1.337
H -1.840 0.317 0.403

## Properties
Charge = 0
Maximum force = 3.85 eV/A
E_LUMO (spin up / spin down) = -0.95 / -1.68 eV
Total energy = -2169.83104 hartree
HOMO (spin up / spin down) = -0.3134 / -0.3066 Ha
Energy above the lowest of the compared OMol25 structures with the same formula, charge and spin = 72.3 kcal per mole
Orbital gap (spin up / spin down) = 7.579 / 6.662 eV


Formula: C3H12B2Br2Na5O3
Source: the OMol25 dataset
Level of theory: ωB97M-V/def2-TZVPD

Atoms and positions in Å:
Na -15.955 25.592 -10.839
Na -21.495 25.711 -12.914
Na -14.312 26.651 -16.228
Na -22.260 19.574 -13.763
Na -17.981 19.186 -15.997
C -18.142 23.747 -15.507
O -17.226 23.134 -16.062
O -19.223 23.121 -15.356
O -17.925 24.771 -14.854
B -24.290 22.995 -11.626
H -24.565 23.029 -10.583
H -24.604 23.919 -12.087
H -23.233 22.796 -11.712
H -24.795 22.215 -12.175
B -19.709 26.636 -9.054
H -19.015 27.425 -9.296
H -20.755 26.896 -9.114
H -19.531 25.852 -9.775
H -19.379 26.218 -8.116
Br -12.613 19.480 -18.935
C -12.086 20.596 -20.522
C -12.589 22.020 -20.536
Br -12.453 22.562 -22.444
H -12.397 19.958 -21.349
H -11.000 20.556 -20.445
H -11.919 22.621 -19.921
H -13.588 22.197 -20.137

## Properties
Charge = +1
Maximum force = 5.18 eV/A
E_LUMO = -4.87 eV
Total energy = -6355.83530 hartree
HOMO = -0.2761 Ha
Energy above the lowest of the compared OMol25 structures with the same formula, charge and spin = 257.5 kcal per mole
Orbital gap = 2.645 eV


Formula: CH2N2S2
Source: the OMol25 dataset
Level of theory: ωB97M-V/def2-TZVPD

Atoms and positions in Å:
C 1.967 -0.166 0.229
N 3.095 -0.373 0.207
N -0.898 0.072 -0.216
S -1.800 -1.127 0.400
S -1.014 1.598 0.328
H -1.317 -2.043 -0.461
H -0.032 2.038 -0.487

## Properties
Charge = 0
Maximum force = 2.43 eV/A
E_LUMO (spin up / spin down) = -3.11 / -3.49 eV
Total energy = -944.98475 hartree
HOMO (spin up / spin down) = -0.3342 / -0.3063 Ha
Energy above the lowest of the compared OMol25 structures with the same formula, charge and spin = 112.2 kcal per mole
Orbital gap (spin up / spin down) = 5.984 / 4.846 eV